{
  "formula": "C14H5F7NO6S",
  "method": "wB97M-V/def2-TZVPD",
  "elements": ["F", "C", "C", "F", "C", "O", "C", "F", "C", "F", "C", "O", "F", "C", "F", "F", "S", "C", "C", "C", "C", "C", "N", "O", "O", "C", "C", "O", "O", "H", "H", "H", "H", "H"],
  "xyz": [[-3.18889, -0.85057, 1.98683], [-2.07622, -1.60476, 1.83238], [-2.06477, -2.92882, 2.15085], [-3.19248, -3.55155, 2.52025], [-0.83431, -3.69816, 2.10934], [-0.81981, -4.92588, 2.28945], [0.38617, -2.92929, 1.89650], [1.55818, -3.55271, 2.09875], [0.33619, -1.62044, 1.52520], [1.46263, -0.87883, 1.36931], [-0.90883, -0.97093, 1.36678], [-0.97656, 0.31199, 1.01197], [-3.07731, -2.17291, -2.64515], [-2.81451, -1.15467, -1.81618], [-3.32775, -0.01157, -2.31942], [-3.40209, -1.39759, -0.62213], [-0.94754, -0.98311, -1.60883], [-0.82073, 0.46780, -0.37751], [0.37666, 1.37011, -0.60457], [0.37950, 2.58368, 0.10999], [1.48971, 3.41017, 0.09630], [2.62475, 3.02723, -0.64905], [3.83317, 3.77237, -0.52749], [4.84329, 3.38777, -1.16191], [3.84571, 4.77720, 0.22178], [2.59973, 1.85705, -1.42650], [1.47392, 1.03954, -1.40367], [-0.46318, -2.23759, -1.07395], [-0.51878, -0.50709, -2.90548], [-1.71720, 1.00977, -0.72636], [-0.50288, 2.87139, 0.68183], [1.51436, 4.33509, 0.66576], [3.46650, 1.59502, -2.02700], [1.46337, 0.16028, -2.03806]],
  "gap_ev": 4.4,
  "e_lumo_ha": 0.031,
  "charge": -1,
  "e_homo_ev": -3.6
}

***

{
  "formula": "CF3N",
  "method": "wB97M-V/def2-TZVPD",
  "elements": ["C", "N", "F", "F", "F"],
  "xyz": [[0.23590, 0.63103, 0.13243], [-0.49562, -0.96568, -1.05794], [0.86513, 1.65149, -0.33926], [0.30510, 0.50981, 1.41977], [-0.91051, -1.82665, -0.15499]],
  "gap_ev": [8.8, 8.4],
  "e_lumo_ha": [-0.019, -0.015],
  "charge": 0,
  "e_homo_ev": [-9.3, -8.8]
}

***

{
  "formula": "C32H28IrN5O4PS2",
  "method": "wB97M-V/def2-TZVPD",
  "elements": ["Ir", "N", "C", "S", "N", "N", "C", "C", "C", "C", "C", "C", "C", "O", "H", "H", "H", "H", "H", "H", "H", "N", "C", "C", "C", "C", "C", "C", "S", "O", "O", "O", "H", "H", "H", "H", "H", "H", "N", "P", "C", "C", "C", "C", "C", "C", "C", "C", "C", "C", "C", "C", "C", "C", "C", "C", "C", "C", "H", "H", "H", "H", "H", "H", "H", "H", "H", "H", "H", "H", "H", "H", "H"],
  "xyz": [[2.06584, 0.17772, 0.58614], [4.50391, -3.37683, -0.28236], [4.15639, -2.07980, 0.01457], [3.42065, -1.80991, 1.56900], [4.42545, -1.18927, -0.89157], [3.97507, 0.07291, -0.55354], [4.76555, 1.04997, -0.77964], [4.51921, 2.43578, -0.42915], [5.37022, 3.39812, -0.99238], [5.26692, 4.73502, -0.68385], [4.29497, 5.13689, 0.23637], [3.46057, 4.21533, 0.82520], [3.54467, 2.84259, 0.51713], [2.72117, 2.02272, 1.12586], [4.57145, -3.99830, 0.50430], [5.18323, -3.49171, -1.01730], [5.71882, 0.81283, -1.25286], [6.12583, 3.06339, -1.69487], [5.92790, 5.45992, -1.13886], [4.19499, 6.18423, 0.49349], [2.71005, 4.51666, 1.54460], [0.51765, 2.00289, -0.97499], [-0.73437, 2.55466, -0.63056], [-1.87505, 2.10879, -1.28935], [-3.13035, 2.50670, -0.86146], [-3.26081, 3.34478, 0.23324], [-2.12207, 3.83023, 0.86237], [-0.86086, 3.44073, 0.43459], [-4.89810, 3.81958, 0.79430], [-4.72687, 4.12103, 2.20832], [-5.71043, 2.63559, 0.52894], [-5.23563, 4.96977, -0.03134], [0.48851, 1.50290, -1.85152], [1.29423, 2.64906, -0.94584], [-1.77027, 1.41969, -2.12329], [-4.02828, 2.13660, -1.34093], [-2.24587, 4.47649, 1.72164], [0.03082, 3.76484, 0.96050], [0.78273, -1.04165, -0.06683], [-0.58462, -1.78494, 0.06934], [-1.46687, -1.84370, -1.50857], [-0.87165, -1.25465, -2.61815], [-1.52989, -1.25204, -3.83993], [-2.78294, -1.83636, -3.95007], [-3.37357, -2.43936, -2.84626], [-2.71537, -2.44857, -1.62761], [-0.36027, -3.51963, 0.54503], [0.79075, -4.15594, 0.08250], [1.01133, -5.48955, 0.38445], [0.09127, -6.18900, 1.15496], [-1.04901, -5.55475, 1.62620], [-1.27632, -4.21928, 1.32321], [-1.68494, -1.05841, 1.29737], [-1.24628, -1.09417, 2.62450], [-1.94294, -0.40277, 3.59944], [-3.06861, 0.33999, 3.25627], [-3.50569, 0.38450, 1.94230], [-2.81306, -0.31627, 0.96233], [0.11172, -0.81329, -2.50522], [-1.07032, -0.78829, -4.70315], [-3.30450, -1.82101, -4.89850], [-4.35035, -2.89637, -2.93706], [-3.17406, -2.91645, -0.76406], [1.51969, -3.59097, -0.48629], [1.90662, -5.98211, 0.02677], [0.26837, -7.22947, 1.39720], [-1.75838, -6.09735, 2.23798], [-2.16047, -3.71932, 1.70007], [-0.34870, -1.64739, 2.88028], [-1.59853, -0.42290, 4.62555], [-3.59778, 0.90422, 4.01315], [-4.35999, 0.99571, 1.67413], [-3.14250, -0.26107, -0.06627]],
  "gap_ev": [6.9, 6.2],
  "e_lumo_ha": [0.081, 0.035],
  "charge": -1,
  "multiplicity": 5,
  "e_homo_ev": [-4.7, -5.2]
}

***

{
  "formula": "C54H57CdN4O3SSi",
  "method": "wB97M-V/def2-TZVPD",
  "elements": ["Cd", "C", "C", "C", "C", "C", "C", "C", "C", "C", "C", "C", "C", "H", "H", "H", "H", "H", "H", "H", "H", "H", "H", "H", "H", "H", "H", "H", "H", "H", "H", "O", "S", "O", "N", "C", "C", "C", "C", "C", "C", "C", "C", "N", "C", "C", "C", "C", "C", "C", "C", "H", "H", "H", "H", "H", "H", "H", "H", "H", "H", "H", "C", "Si", "C", "C", "N", "C", "C", "C", "C", "C", "C", "O", "C", "C", "C", "C", "C", "C", "H", "H", "H", "H", "H", "H", "H", "H", "H", "H", "H", "H", "H", "H", "H", "H", "H", "H", "C", "C", "C", "C", "C", "C", "N", "C", "C", "C", "C", "C", "C", "H", "H", "H", "H", "H", "H", "H", "H", "H", "H"],
  "xyz": [[-0.38016, -0.02688, -0.08857], [3.36217, -1.56275, 2.99848], [3.57981, -0.61185, 1.84065], [4.00058, -1.11511, 0.60475], [4.44685, -2.54982, 0.46639], [4.10246, -0.26499, -0.50081], [4.44521, -0.83816, -1.85648], [3.94101, 1.11396, -0.33210], [4.14519, 2.05030, -1.50162], [3.64937, 1.63012, 0.93405], [3.64184, 3.12142, 1.17579], [3.38836, 0.76490, 2.00020], [2.90839, 1.32293, 3.32287], [4.29702, -2.04344, 3.29946], [2.65798, -2.35507, 2.73311], [2.97477, -1.05156, 3.87519], [3.92051, -3.07695, -0.32789], [4.29983, -3.11510, 1.38045], [5.51293, -2.57720, 0.21845], [4.20385, -1.89545, -1.91645], [5.50881, -0.72305, -2.09021], [3.87675, -0.35425, -2.64800], [3.93152, 1.56578, -2.45034], [5.17804, 2.41147, -1.54966], [3.49348, 2.91727, -1.43782], [4.12263, 3.35464, 2.12633], [2.62789, 3.52382, 1.21753], [4.18788, 3.65497, 0.40023], [2.03380, 0.77920, 3.68057], [2.59719, 2.36086, 3.23895], [3.67719, 1.25618, 4.09876], [-1.05869, -2.70212, -2.76961], [-0.39073, -1.42769, -2.77791], [0.87226, -1.30437, -2.04942], [-1.24686, -0.22971, -2.20871], [-2.50195, 0.13859, -2.63981], [-3.10986, -0.23839, -3.81850], [-4.38686, 0.24464, -4.16684], [-5.07965, 1.09825, -3.35812], [-4.50407, 1.49660, -2.12777], [-5.16107, 2.34315, -1.20463], [-4.56222, 2.66093, -0.02203], [-3.28348, 2.13251, 0.25010], [-2.64854, 1.35014, -0.58096], [-3.22740, 1.02237, -1.76457], [0.01144, -1.15672, -4.49812], [0.56110, 0.03962, -4.93506], [0.88460, 0.19332, -6.27458], [0.66613, -0.84504, -7.17051], [0.12083, -2.04046, -6.72613], [-0.21056, -2.20011, -5.38702], [-2.60770, -0.93095, -4.48011], [-4.82514, -0.07908, -5.10325], [-6.06090, 1.46523, -3.63280], [-6.14447, 2.72710, -1.45247], [-5.04042, 3.30939, 0.69997], [-2.77344, 2.36998, 1.17943], [0.73367, 0.83890, -4.23444], [1.31025, 1.12785, -6.61817], [0.92063, -0.72049, -8.21582], [-0.05043, -2.85232, -7.42174], [-0.64646, -3.11711, -5.01624], [0.66491, 2.41051, -2.39417], [0.27658, 3.33413, -0.82087], [-1.32544, 4.31193, -1.02711], [1.54089, 4.75782, -0.81199], [0.19623, 2.17849, 0.45804], [0.02791, 2.60389, 1.75506], [0.35508, 3.90259, 2.20442], [0.18431, 4.33357, 3.51237], [-0.33548, 3.48051, 4.46773], [-0.68266, 2.19008, 4.07859], [-0.50182, 1.77310, 2.77437], [-0.84134, 0.49436, 2.35977], [-1.29933, -0.39199, 3.32225], [-0.39356, -0.98102, 4.18829], [-0.85289, -1.84870, 5.16604], [-2.20780, -2.14273, 5.25900], [-3.10163, -1.55951, 4.37017], [-2.65032, -0.66793, 3.40621], [1.26899, 3.02458, -3.06798], [-0.25197, 2.12530, -2.90955], [1.22360, 1.49757, -2.16672], [-1.13403, 5.24172, -1.56969], [-1.73950, 4.57627, -0.04952], [-2.08685, 3.75311, -1.57336], [1.44834, 5.23621, -1.79232], [2.58109, 4.46134, -0.68824], [1.32777, 5.52576, -0.06658], [0.77395, 4.59291, 1.49104], [0.46681, 5.34597, 3.77648], [-0.47797, 3.79726, 5.49226], [-1.10220, 1.50761, 4.80433], [0.66112, -0.76091, 4.08439], [-0.14572, -2.31723, 5.83887], [-2.56219, -2.83762, 6.00948], [-4.15581, -1.79982, 4.41983], [-3.33438, -0.19641, 2.71489], [-4.76948, -3.48573, -0.46477], [-4.54309, -2.14080, -0.20502], [-3.29164, -1.69727, 0.18875], [-2.19081, -2.55718, 0.30720], [-2.44326, -3.92159, 0.05030], [-3.69949, -4.36415, -0.32322], [-0.93252, -2.06949, 0.62994], [-0.08372, -3.05172, 1.16604], [-0.43760, -3.69060, 2.36399], [0.32090, -4.72144, 2.88573], [1.45420, -5.16704, 2.21089], [1.81459, -4.54431, 1.02594], [1.07240, -3.48299, 0.51502], [-5.74429, -3.83813, -0.77695], [-5.35182, -1.42314, -0.30110], [-3.14111, -0.65470, 0.41201], [-1.63053, -4.63347, 0.11092], [-3.84129, -5.41965, -0.52923], [-1.34593, -3.37211, 2.85987], [0.01988, -5.19267, 3.81502], [2.04128, -5.99010, 2.59976], [2.67842, -4.90268, 0.48135], [1.33706, -3.01193, -0.42467]],
  "gap_ev": 6.5,
  "e_lumo_ha": 0.092,
  "charge": -1,
  "e_homo_ev": -4.0
}

***

Electronic energy, respectively: -58227.704 -10671.946 -83077.800 -92308.631 eV.